1.
# C21H39NP2Sn

A structure of composition C21H39NP2Sn (ωB97M-V with the def2-TZVPD basis set, OMol25).

Computed properties:
E_LUMO (alpha / beta)   -0.8 / -1.5 eV
Orbital gap (alpha / beta)   0.1398 / 0.1159 hartree
Highest occupied orbital energy (alpha / beta)   -0.17030 / -0.17031 hartree
M   486.21 g mol⁻¹
Strongest force on any atom   3.35 eV/A
Energy relative to the best compared isomer or geometry (same formula, charge and spin)   0.00 kJ/mol

Structure (ORCA input):
```
! wB97M-V def2-TZVPD RIJCOSX def2/J DEFGRID3
* xyz 0 1
H 3.3376 -1.0316 -3.9609
H -1.7052 -1.7421 -4.4758
H -0.4595 -2.6695 -2.7554
H 0.8251 -4.2271 -1.4115
H 1.1578 -0.9089 1.9126
H -1.4863 0.7646 -4.9087
C 2.5739 1.5430 4.2482
N 0.1648 1.0472 3.9860
C 0.6040 2.5256 5.6542
C -0.3354 1.1040 -3.1245
H 2.4010 -1.3734 -5.3806
H -2.4518 -0.1806 4.2742
H -0.4945 -1.4092 2.4214
P -0.0452 -2.3767 0.1488
C -1.2857 -3.7251 -0.0157
C 2.2995 -1.0208 -4.3417
H -2.5590 1.1352 3.0629
H 1.1800 3.1519 6.3051
H 2.6587 0.9625 3.3169
C 1.0861 1.0708 -3.1295
C -1.2187 0.2948 -3.9363
H -2.2098 0.2629 -3.4379
C -1.0200 1.4013 4.5542
H -3.0946 1.4082 4.7350
H 1.2921 2.4746 0.8650
Sn 1.5579 -0.6599 -1.9134
C 1.1631 1.7094 4.6297
H -0.6986 1.2420 -0.9962
H 0.3972 3.4766 2.0661
H -2.1010 -0.9764 -0.1833
C 0.0594 -1.8854 -3.3046
C 1.1926 -3.5854 -0.5983
H 3.0662 2.5151 4.1021
H -1.1795 -4.3368 -0.9284
H 1.9150 -2.9967 -3.2580
H -1.1432 -4.4266 0.8115
H 0.5528 0.4711 -0.0232
H 1.2866 0.6655 -5.2850
C 0.3895 -1.7518 1.7979
C 0.3257 2.9412 1.1033
H -0.7982 2.0179 -2.7718
C -0.7728 -1.1659 -4.3054
H 1.5309 1.9633 -2.6307
C -2.3331 0.9048 4.1254
C -1.0613 -0.8966 -0.5168
H 2.1551 -3.1861 -0.9678
H 3.1337 1.0109 5.0313
C -0.7799 2.3468 5.5949
C 1.8633 0.5024 -4.3666
C 1.4648 -2.0492 -3.5596
H -2.7128 3.1693 1.6199
H 0.9658 -2.5772 2.2750
H -2.3930 2.9842 -0.1831
H -2.3166 -3.3671 -0.0307
H -3.2841 1.7041 0.7386
C -2.4861 2.4698 0.7889
H -1.5718 2.7780 6.1699
H -0.2600 -1.1471 -5.2861
H 2.7761 1.1207 -4.4730
P -0.9564 1.6322 1.3469
H 1.3929 -4.2682 0.2359
C -0.5512 0.5401 -0.1528
H 0.0836 3.6607 0.3090
H -1.0878 -1.0309 -1.6177
*
```

Atom charges from the Löwdin analysis, given in e for atoms 1 to 4: atom 1 (H): 0.0967, atom 2 (H): 0.1222, atom 3 (H): 0.0845, atom 4 (H): 0.0511

=====

2.
# C21H40B2ClN8O8P2

A cluster of 6 separate species, C21H40B2ClN8O8P2 in total (ωB97M-V with the def2-TZVPD basis set, OMol25).

Computed properties:
E_LUMO   1.5 eV
Orbital gap   0.2128 hartree
Highest occupied orbital energy   -0.15648 hartree
M   651.62 g mol⁻¹
Strongest force on any atom   10.36 eV/A

Structure (ORCA input):
```
! wB97M-V def2-TZVPD RIJCOSX def2/J DEFGRID3
* xyz -1 1
C 2.9608 2.4826 -0.2363
O -0.9088 -0.0073 -5.5861
C -2.4414 1.6185 -1.0534
N 3.0986 -1.4294 -0.7478
H 3.4993 4.7020 0.4406
C -1.3012 -0.0656 3.9706
H 4.7849 3.3886 0.9999
H 2.2753 -0.7636 -6.6437
C -2.0179 0.5141 -5.0384
H -3.0025 2.6658 -1.1049
C -3.7151 -2.6417 1.3317
H 8.1794 4.8249 2.2619
H -8.3349 -6.4008 0.2336
H -2.7272 -4.5550 1.2813
C -7.8173 -5.4747 0.4982
H -2.3343 1.4444 3.1915
O -3.3722 0.1090 -5.4851
N 6.2896 4.9242 -0.4624
H 3.1334 3.4921 1.9102
H 1.3216 -1.6906 7.5801
O 0.2355 1.3204 -1.3575
H 2.7170 0.8249 0.9485
H -2.0882 -1.6811 -0.2550
P -0.8710 3.7352 -0.1759
H -0.8464 -3.6646 0.3182
H -1.8249 -1.1882 2.0574
H -2.5214 2.6163 -4.0771
H -0.8271 1.8952 -3.6709
H 0.2222 3.7847 -2.2228
C 3.5601 0.7725 -5.8507
N 2.0407 1.5078 0.4904
H 1.4583 -1.1593 -3.1054
O -0.1669 4.4880 -1.6160
B -0.8916 1.8172 -0.5452
C 1.8621 -3.1193 6.0616
H 2.4396 3.0576 -1.1191
H 0.3039 -1.6334 6.1204
H 7.8449 6.5499 1.9750
H 1.9724 0.8621 -7.3034
Cl 0.2977 4.1580 1.5642
H -3.0311 0.9684 -0.2456
H -7.4911 -4.9748 -0.4178
O -0.8293 0.9006 0.6456
H 2.8225 -2.3518 -1.1777
O -1.5537 -0.5888 5.1786
C 0.4992 -0.6546 1.9526
H 6.6290 5.5293 2.7813
H 3.9100 1.9465 -0.7231
C -6.6152 -5.7855 1.3752
H -2.2518 -0.2764 -2.4921
P -0.6773 -1.7139 -0.5416
H -3.7888 0.7940 -2.6966
C 7.4020 5.5507 2.0082
H -0.5539 -1.5597 -1.9973
H 0.1032 -2.9570 7.2942
C 0.8294 -2.2956 6.8138
H -0.7525 -2.2344 3.2058
N 4.6692 1.1636 -5.3956
H 1.4385 0.4570 -5.6539
H 1.2748 -1.5607 1.9948
N 2.7187 -3.8026 5.4376
C -2.6144 0.8450 -2.4878
N -0.0256 -3.1313 -0.1006
H 0.9399 0.2273 2.6093
C -3.6747 -4.1323 1.6265
H -4.4978 -4.6364 1.1127
N -3.7488 -1.4051 1.0871
C 3.6196 3.5867 0.8335
O 1.9409 -0.2942 -2.8624
C 2.2232 0.3008 -6.3992
C -1.9574 1.6126 -3.7786
H -3.7693 -4.3022 2.7025
C 6.7939 5.2083 0.6579
O -1.4146 1.3671 3.6145
N -5.6181 -6.0433 2.1027
C 0.1271 -0.2324 0.4129
H -3.6322 -0.6666 -4.8776
H -8.5102 -4.8200 1.0339
B 2.1584 -0.4129 -1.3768
H 4.0623 -1.2223 -1.1322
C -0.8797 -1.1372 2.7625
C 1.2383 0.6529 -0.4650
*
```

Atom charges from the Löwdin analysis, given in e for atoms 1 to 4: atom 1 (C): -0.2311, atom 2 (O): -0.0407, atom 3 (C): -0.1537, atom 4 (N): 0.1051

=====

3.
# C21H40Br2N6O5

A cluster of 4 separate species, C21H40Br2N6O5 in total (ωB97M-V with the def2-TZVPD basis set, OMol25).

Computed properties:
E_LUMO   0.1 eV
Orbital gap   0.3400 hartree
Highest occupied orbital energy   -0.33455 hartree
M   616.40 g mol⁻¹
SMILES   C[C@H](Br)[C@@H](Br)[C@](C#N)(C[C@H](O)CN)[C@H](C#N)CCO.CN(C)C=O.CN(C)C=O.CN(C)C=O
Strongest force on any atom   12.58 eV/A

Structure (ORCA input):
```
! wB97M-V def2-TZVPD RIJCOSX def2/J DEFGRID3
* xyz 0 1
H 5.4853 1.9768 -0.0897
H 4.4908 -3.9995 1.1329
N -0.5855 3.9235 -0.1553
H -1.7952 -1.9370 -0.6222
H 2.8887 -0.8827 2.3882
C -0.4412 -1.2422 1.1632
H -2.4984 -1.5867 -8.5356
C -2.7776 -1.8481 -5.2055
H 5.3905 -3.9703 3.1521
C 4.9272 1.7379 0.8198
O -3.9126 -2.2532 -4.9891
C -3.0565 -1.8256 -7.6260
C -0.2112 0.2462 0.5382
H 1.7746 -2.1705 2.9031
H 2.9350 -1.4775 4.0742
C 7.0985 2.4428 1.8235
H 7.0700 3.4059 1.3061
H -3.9435 -0.6143 -0.0641
N -2.2408 -1.6002 -6.4508
H -4.4261 -3.0088 -2.1497
C 5.2061 1.7153 3.2404
H -0.9137 -0.1576 -7.1398
H 5.9112 1.9196 4.0633
H -4.6036 0.9047 -1.1303
H -4.5513 3.3090 2.9964
O 2.9157 -2.9020 0.4698
H 5.3206 -2.3657 3.9252
H -2.0725 -1.6438 -4.3826
C -1.5570 1.1185 0.2181
N 3.7492 -2.7614 2.6246
H 4.2007 -3.6601 4.4427
H -4.7959 -0.5069 -3.1074
C -0.8853 -1.1207 -6.6223
N -2.7129 3.2701 -2.7282
H -1.6768 4.1365 3.6215
H -0.3867 -0.9952 -5.6573
C -2.5961 2.1729 -2.0092
C 3.7119 -3.2452 1.3342
Br 1.0833 0.1421 -1.0326
H -2.5194 4.1229 1.8696
H 0.3930 0.8637 1.3628
C -2.5824 1.2157 1.5326
C 4.7260 -3.2204 3.5901
C -1.9482 2.0260 2.8063
C -1.6743 -2.1098 0.5312
C -1.0141 2.6887 0.0066
H 7.5971 2.5683 2.7886
C -2.4853 3.6060 2.9249
H -1.4300 -3.2709 0.6595
H 0.5517 -1.8609 0.9241
C 2.7820 -1.7626 3.0296
Br -0.6357 -1.3047 3.1648
H -3.9494 -1.1961 -7.5658
H 4.6176 0.6888 0.7971
C -4.0686 -0.9720 -2.3096
H -2.8540 0.1224 1.8643
H -3.3661 -2.8747 -7.6487
N -3.8231 3.7081 3.6289
H -1.7125 0.0761 -1.9244
C -2.3260 0.7435 -1.1820
N 5.7429 1.9633 1.9951
H -0.3275 -1.8447 -7.2231
H -3.5826 1.7554 1.1959
O -4.7969 -2.1611 -1.7547
O 4.0712 1.3103 3.4568
H 7.6563 1.7187 1.2227
H -2.6972 -1.9548 1.1208
H -1.8004 1.6156 4.7492
O -2.4784 1.3689 4.0477
H -3.9873 4.7213 3.8369
C -3.7986 0.0506 -1.0134
H -3.0765 -1.4015 -2.7644
H 4.0344 2.3674 0.8801
H -0.7567 1.9863 2.8599
*
```

Atom charges from the Löwdin analysis, given in e for atoms 1 to 4: atom 1 (H): 0.0905, atom 2 (H): 0.1286, atom 3 (N): 0.1240, atom 4 (H): 0.0830

=====

4.
# C21H40Cl3CoN4O3SSi

A structure of composition C21H40Cl3CoN4O3SSi (ωB97M-V with the def2-TZVPD basis set, OMol25).

Computed properties:
E_LUMO (alpha / beta)   0.3 / 0.0 eV
Orbital gap (alpha / beta)   0.1605 / 0.2663 hartree
Highest occupied orbital energy (alpha / beta)   -0.15049 / -0.26646 hartree
M   622.02 g mol⁻¹
Strongest force on any atom   5.15 eV/A
Energy relative to the best compared isomer or geometry (same formula, charge and spin)   465.19 kJ/mol

Structure (ORCA input):
```
! wB97M-V def2-TZVPD RIJCOSX def2/J DEFGRID3
* xyz 0 5
H 0.3714 -6.5956 0.0400
Co -0.2228 -0.7357 1.2664
O 0.9285 3.2967 0.7716
H -4.7902 -1.4643 -3.5429
C -1.0648 -3.7727 -1.2035
C -3.7808 -0.9198 -0.9710
H 4.5728 0.4202 1.3551
C -0.2841 5.4094 3.4259
H 4.1101 -2.5769 4.0392
H -5.7015 -2.7105 -2.6670
Si 0.6116 -0.8875 -1.1493
H 1.4787 -0.5407 -3.3838
Cl -2.2996 3.8324 1.7451
C -0.6326 -4.7200 -0.2714
C 0.0803 -5.8364 -0.6982
Cl -0.3907 0.4586 3.2735
H 0.9827 6.5509 4.6007
H 1.0602 4.2232 4.3908
H 0.9474 -6.8693 -2.3817
C -4.7696 -2.5116 -3.2152
H -1.2006 -3.2268 -3.2939
C -0.0802 -5.0656 -3.0005
C 0.6304 0.9478 -1.1748
C 4.6774 -0.6041 1.7431
H 1.7226 -3.0657 -1.0950
H -0.1700 -1.2013 -3.5360
H 0.1033 -5.2208 -4.0679
Cl -2.0461 0.8928 0.8192
C -1.0397 3.8702 -1.2281
H 1.4501 -2.5480 0.5845
H 4.5142 -1.3343 0.9362
H -2.2722 -2.9060 0.3324
H 1.2110 -2.2771 -3.1411
N 0.3016 4.2523 3.7157
C 0.7705 -1.2855 -2.9814
C 2.4428 -0.6395 2.8143
H -4.7380 -1.2623 -0.5397
H 2.7834 -1.8114 -0.3570
H 1.2345 1.4384 -0.4032
S -1.6364 5.6815 2.3815
C -3.5485 -2.8546 -2.4331
H -4.0231 -0.2345 -1.7944
C 0.3658 -6.0027 -2.0613
N 3.7764 -0.8225 2.8822
H -0.2606 7.4052 3.7488
H -3.2207 -0.3545 -0.1899
C 0.8113 4.4305 0.3062
H -0.2075 6.4126 -1.9741
H -0.5633 3.3671 -2.0852
O -0.8550 -1.5669 -0.2647
H 0.0487 3.3743 3.2740
H 5.4039 -1.3744 4.0892
H -0.4255 1.2269 -1.0093
H 5.7024 -0.7276 2.1123
H -3.1744 -3.8647 -2.6171
H -1.9114 4.4406 -1.5844
C 4.3200 -1.4957 4.0585
H 0.4144 6.8111 -0.3458
H 3.8776 -1.0680 4.9654
C -0.8101 -3.9477 -2.5698
H 1.4764 5.2803 0.6031
O 1.7637 -0.6711 1.7624
H 0.9322 1.3299 -2.1615
H -0.8700 -4.5499 0.7866
H -4.8089 -3.1397 -4.1099
N -0.1200 4.8175 -0.6120
H -1.3630 3.1181 -0.4963
H 1.9672 -0.4473 3.7912
N 0.1645 6.5252 4.0107
C -3.0030 -2.0850 -1.4693
H -1.3366 6.5505 -0.5994
C -1.8196 -2.5952 -0.6287
C 1.7594 -2.1982 -0.4190
C -0.3283 6.2253 -0.8977
*
```

Atom charges from the Löwdin analysis, given in e for atoms 1 to 4: atom 1 (H): 0.1069, atom 2 (Co): 0.3958, atom 3 (O): -0.0466, atom 4 (H): 0.0763

=====

5.
# C21H40Cl8N2O4PSi

A cluster of 5 separate species, C21H40Cl8N2O4PSi in total (ωB97M-V with the def2-TZVPD basis set, OMol25).

Computed properties:
E_LUMO   -4.9 eV
Orbital gap   0.2451 hartree
Highest occupied orbital energy   -0.42486 hartree
M   727.25 g mol⁻¹
Strongest force on any atom   7.40 eV/A

Structure (ORCA input):
```
! wB97M-V def2-TZVPD RIJCOSX def2/J DEFGRID3
* xyz 1 1
H 3.1041 -0.6603 2.6305
C -4.0445 -3.6182 -1.2238
H -1.7748 5.2115 2.4303
H 0.2635 -3.7869 -2.9390
C 7.1006 1.1829 -1.5822
C 3.0049 0.4146 2.4758
H -2.9648 -3.2123 0.7466
C 0.5479 -4.8327 2.8741
O -3.1281 0.3659 2.0035
H 1.3720 6.8568 0.5043
Cl 4.3389 0.9726 1.4598
C 3.2114 4.3560 -2.2790
H -1.1472 -1.7950 0.4008
H 1.4897 -2.9246 -1.0316
H 7.5676 1.4176 -2.5386
H -0.5043 6.0944 -1.9955
H -0.5988 5.3064 3.6494
H -3.6597 -8.2428 -0.3851
C -0.8260 1.5405 1.1763
H -4.3727 -4.5442 -1.8335
O -5.2264 0.7096 0.4454
O -2.9382 -2.8846 -1.8238
H -1.3680 -0.2527 -1.5297
H -2.4036 2.9519 3.1259
H 0.5944 -1.3645 0.8133
H 7.8529 0.8144 -0.8848
C 0.6333 2.3162 -0.9576
C -1.8507 -3.7887 -2.2169
H 0.3043 5.1021 1.3419
H 0.5940 -4.3204 3.8350
Si 1.7170 4.9689 -1.2444
Cl 6.3756 2.6540 -0.9206
C 0.3339 -2.8552 -0.9079
O -1.0608 -0.3453 2.7695
H -0.7575 2.9130 4.0884
C 0.4695 5.7629 -2.5128
H 2.8099 3.5009 -2.9637
C 0.1986 4.0302 0.9109
H 4.0256 3.9704 -1.5661
C -0.4142 -3.0684 -2.3168
H 0.2916 5.0822 -3.4317
H -1.8067 -4.7507 -1.5698
Cl 1.4371 0.7440 1.7185
H 2.7321 7.2972 -0.6701
H 3.0392 6.0820 0.6943
Cl -1.6458 -7.4870 -1.3541
H 3.6125 5.1760 -2.9801
C -0.2101 1.1726 -0.2248
H -4.7100 -3.9652 0.9585
H 3.0502 0.9307 3.4349
C -1.6923 0.4678 2.0061
H -3.3409 -0.6028 -0.3781
C -2.6145 -8.2314 -0.0763
H -0.5318 -2.1208 -2.9576
C -1.3227 3.3780 3.2047
Cl -1.0024 -4.4692 2.1038
Cl 1.9045 -4.2982 1.8739
H -4.9700 -2.9126 -1.2054
P -3.6647 0.5866 0.3756
C -3.7318 -3.9812 0.3416
Cl -2.4727 -7.3328 1.4395
Cl 5.8823 -0.0734 -1.8305
N 0.8080 3.6654 -0.3938
H 0.6234 -5.9095 3.0264
H 0.4758 -0.2420 -1.8235
C -0.1177 -1.5442 -0.0899
H -2.2659 -9.2518 0.0829
C 2.2662 6.4141 -0.0961
H 1.1229 2.0667 -1.9722
H -3.2572 -5.0356 0.3473
H -3.1748 1.7783 -0.2529
N -1.4937 4.8684 3.3720
H 0.0513 -3.7707 -0.2472
H -2.1321 -4.1587 -3.2895
H 0.9679 6.7286 -2.9388
C -0.6275 3.0134 1.7715
C -0.3490 -0.2310 -0.9975
*
```

Atom charges from the Löwdin analysis, given in e for atoms 1 to 4: atom 1 (H): 0.0358, atom 2 (C): -0.2444, atom 3 (H): 0.0761, atom 4 (H): 0.1277

=====

6.
# C21H40NO24S3

A cluster of 8 separate species, C21H40NO24S3 in total (ωB97M-V with the def2-TZVPD basis set, OMol25).

Computed properties:
E_LUMO   1.8 eV
Orbital gap   0.3260 hartree
Highest occupied orbital energy   -0.25986 hartree
M   786.73 g mol⁻¹
Strongest force on any atom   12.33 eV/A
Energy relative to the best compared isomer or geometry (same formula, charge and spin)   317.68 kJ/mol

Structure (ORCA input):
```
! wB97M-V def2-TZVPD RIJCOSX def2/J DEFGRID3
* xyz -1 1
H -2.4060 -3.6120 2.0877
H 0.1500 0.0770 2.7427
O 3.3460 1.8150 -3.3723
O 1.0710 -1.1570 -1.0293
C 3.7490 -1.3800 1.3947
O 5.1140 -1.0940 -4.8243
O -4.4260 -2.8240 -3.8723
H 4.2820 -1.8830 2.2747
C -0.7430 0.1110 3.4347
H 0.3830 2.5740 -2.8563
C -7.0750 0.1700 2.6157
C 4.2820 -2.2060 -2.9643
O -4.9760 -1.5680 2.6987
O 3.6240 2.0380 -5.5753
H 3.7840 0.6500 0.5427
H -0.5070 2.0240 4.3717
C 4.4910 -0.0160 1.2837
H 3.7830 -2.8020 -4.9963
H -0.7800 -2.4150 -5.0213
C -2.3480 3.6030 6.1037
H -0.0780 -2.9930 -2.7693
H 2.4150 2.5260 -1.5283
O -2.6380 -1.6000 -4.7713
O -2.7430 3.9760 3.5867
C -3.8220 2.4960 -1.2883
O -7.3000 -2.3600 2.0927
H -1.5590 -0.4470 2.9907
C -2.4720 1.7960 0.1817
H -4.0810 -3.0280 4.0437
C -4.3850 -2.8560 2.9027
H -5.0420 -3.7170 2.7497
H 4.6340 0.5320 2.2357
C 2.8970 1.8710 -4.5163
H -6.2590 0.6470 2.8697
S 6.5540 1.2230 0.3357
H 2.6980 0.9290 -1.9493
H -7.7150 0.3960 3.1897
C 6.0230 -1.0050 -3.8703
H 8.2650 0.0390 -1.1173
H 3.0850 -1.4090 -4.4793
H -1.8150 0.7960 -1.2773
H -2.7750 -0.2640 -0.4783
H -1.1500 2.0800 2.6917
O 5.6180 2.2430 0.1207
H -7.2000 0.3240 1.6057
H 6.9060 0.4500 -1.7053
C 7.5920 0.7890 -1.0273
C 3.9640 -1.8830 -4.4073
O 7.3960 1.2290 1.5557
O -2.2730 -2.9330 -3.0373
O 1.5100 1.7280 -4.5463
O -3.8230 1.2060 -1.4403
N 0.5190 -0.6480 0.0077
C 2.3200 1.7220 -2.4003
C -3.1920 -2.4450 -3.8123
C -1.2630 -1.6250 -4.4923
H 2.8080 -1.3910 1.8477
O -4.5070 3.2910 -2.0263
O 5.6940 -0.1420 0.6357
C -2.7380 0.6710 -0.7933
H -3.6080 -2.8330 0.8857
H -2.6660 1.4420 1.2327
O -0.4070 -1.2450 0.6057
H 4.4080 -3.1560 -2.6193
H -1.5080 1.7260 0.3197
H -2.6280 2.9130 6.9777
S -6.6180 -1.4920 3.0227
C 1.0000 1.7040 -3.1783
H 3.6750 -1.4950 -2.2743
O -2.2850 1.6120 4.3757
C -3.1460 -2.7950 1.9437
O 5.5720 -1.6930 -2.7563
H -1.3410 3.5670 5.9937
H -0.7490 -0.6410 -4.5453
C -1.0530 -2.1780 -3.0253
O -4.4260 2.6660 4.9187
H 0.2780 0.7660 -3.0713
H 3.5320 -1.8440 0.4897
H -2.5560 4.7230 6.2787
O -6.6160 -1.6970 4.3937
O -3.0770 2.8930 -0.3213
H -1.3090 -1.4080 -2.0403
S -3.0760 3.0980 4.6507
C -1.0040 1.6300 3.7047
H -2.8180 -1.7390 2.2267
O 0.8250 0.5420 0.2517
H -0.4890 -0.4500 4.3117
O 7.1860 -0.5580 -4.2083
H 8.0350 1.6270 -1.4933
*
```

Atom charges from the Löwdin analysis, given in e for atoms 1 to 4: atom 1 (H): 0.0823, atom 2 (H): 0.0754, atom 3 (O): 0.1127, atom 4 (O): -0.1091